Record 1
The following is a DFT calculation (ωB97M-V with the def2-TZVPD basis set) of C8H12N4 as an isolated structure in a non-equilibrium geometry.

Molecular weight ... 164.2 g/mol
Multiplicity ... 1
Charge ... 0
LUMO ... 0.7 eV
HOMO ... -0.325 Eh

Last column: Löwdin charge in e.
Atoms and positions in Å:
C: 1.550 2.038 -0.249  -0.293
C: 0.333 -0.120 -0.733  0.012
C: 0.606 -1.487 -0.986  -0.314
C: -0.658 0.267 -1.672  -0.239
C: 1.750 -2.346 -0.507  -0.028
C: -1.258 1.623 -1.757  -0.032
C: -0.606 0.664 2.422  -0.145
C: 1.163 1.025 0.581  -0.201
N: 1.977 2.733 -1.046  0.198
N: -0.213 -1.928 -1.958  0.047
N: -0.945 -0.935 -2.316  -0.015
N: 0.202 1.538 1.554  -0.111
H: 2.524 -2.124 -1.268  0.092
H: 2.304 -2.110 0.377  0.063
H: 1.587 -3.323 -0.726  0.034
H: -1.356 2.086 -2.761  0.090
H: -2.256 1.704 -1.400  0.062
H: -0.484 2.224 -1.185  0.060
H: -1.430 0.052 1.917  0.084
H: -0.068 -0.193 2.861  0.069
H: -1.047 1.331 3.281  0.107
H: 1.891 0.269 0.938  0.141
H: -1.597 -0.976 -3.078  0.155
H: -0.512 2.241 1.057  0.164

***

Record 2
The following is a DFT calculation (ωB97M-V with the def2-TZVPD basis set) of C27H53BrClFN3O16PS6 as an isolated structure in a non-equilibrium geometry.

Molecular weight ... 1033.5 g/mol
Multiplicity ... 1
Charge ... 0
LUMO ... -0.7 eV
HOMO ... -0.304 Eh

Last column: Löwdin charge in e.
Atoms and positions in Å:
C: 1.574 1.867 -4.004  -0.020
C: 0.361 1.251 -3.288  -0.352
C: -0.982 1.433 -4.024  -0.019
N: 0.484 0.676 -2.149  0.139
C: -0.449 -0.394 -1.923  -0.194
C: -0.148 -1.663 -2.342  -0.144
C: 1.228 -1.835 -3.005  -0.175
C: 2.293 -2.035 -1.880  -0.235
C: 3.692 -1.440 -2.212  -0.549
Cl: 4.135 -1.598 -3.954  0.540
C: -1.092 -2.794 -2.161  -0.254
P: -0.621 -4.462 -2.814  0.575
O: 0.882 -4.736 -2.148  -0.384
Br: -1.888 -6.052 -1.888  0.311
C: -2.274 -2.510 -1.547  -0.249
F: -3.214 -3.454 -1.370  0.009
C: -2.608 -1.205 -1.067  -0.269
N: -3.735 -0.841 -0.431  -0.193
S: -3.562 0.734 -0.137  1.015
N: -2.094 1.092 -0.781  -0.163
C: -1.693 -0.101 -1.239  -0.309
H: 1.194 2.803 -4.452  0.080
H: 2.409 2.041 -3.318  0.058
H: 1.807 1.200 -4.851  0.092
H: -1.240 0.475 -4.511  0.104
H: -1.779 1.709 -3.322  0.059
H: -0.920 2.238 -4.769  0.077
H: 1.512 -0.944 -3.577  0.073
H: 1.177 -2.707 -3.674  0.079
H: 2.460 -3.088 -1.614  0.085
H: 1.933 -1.509 -0.982  0.110
H: 4.425 -2.048 -1.658  0.064
H: 3.810 -0.414 -1.834  0.069
H: 1.511 -4.700 -2.882  0.043
O: 2.464 -1.459 2.405  -0.288
S: 3.109 -2.737 2.323  0.577
O: 3.397 -3.342 1.059  -0.271
O: 2.308 -3.772 3.224  -0.254
C: 0.888 -3.912 2.998  -0.243
C: 0.593 -4.759 1.776  -0.060
C: 4.586 -2.703 3.284  -0.118
H: 0.414 -2.931 2.924  0.116
H: 0.482 -4.400 3.881  0.098
H: 0.904 -4.254 0.860  0.059
H: -0.475 -4.963 1.704  0.084
H: 1.135 -5.705 1.822  0.088
H: 4.358 -2.290 4.264  0.074
H: 5.302 -2.069 2.765  0.076
H: 4.973 -3.715 3.368  0.076
O: -0.176 4.571 3.751  -0.272
S: -0.277 4.314 2.347  0.570
O: -1.395 3.615 1.796  -0.282
O: 1.070 3.614 1.852  -0.296
C: 1.525 2.426 2.526  -0.241
C: 0.742 1.211 2.069  -0.061
C: -0.065 5.827 1.466  -0.119
H: 1.483 2.551 3.610  0.119
H: 2.574 2.302 2.256  0.117
H: -0.296 1.265 2.403  0.074
H: 1.179 0.294 2.460  0.045
H: 0.729 1.154 0.978  0.078
H: 0.817 6.335 1.848  0.075
H: -0.953 6.433 1.635  0.076
H: 0.041 5.604 0.407  0.074
O: 5.067 6.815 -0.805  -0.275
S: 5.716 5.539 -0.789  0.573
O: 5.988 4.830 -1.999  -0.272
O: 4.930 4.575 0.211  -0.257
C: 3.513 4.412 0.019  -0.249
C: 3.198 3.453 -1.107  -0.072
C: 7.204 5.658 0.148  -0.124
H: 3.035 5.382 -0.131  0.118
H: 3.118 3.991 0.938  0.089
H: 3.492 3.867 -2.072  0.071
H: 2.128 3.237 -1.142  0.077
H: 3.745 2.517 -0.976  0.087
H: 6.986 6.151 1.093  0.074
H: 7.911 6.248 -0.431  0.076
H: 7.596 4.658 0.312  0.074
O: -3.911 -3.935 5.495  -0.266
S: -2.599 -3.857 6.058  0.578
O: -1.459 -4.368 5.359  -0.281
O: -2.628 -4.480 7.526  -0.262
C: -3.158 -5.808 7.689  -0.255
C: -2.162 -6.872 7.269  -0.074
C: -2.272 -2.192 6.534  -0.118
H: -4.100 -5.911 7.147  0.116
H: -3.382 -5.918 8.749  0.121
H: -1.990 -6.846 6.193  0.071
H: -2.533 -7.864 7.529  0.081
H: -1.200 -6.712 7.756  0.084
H: -3.115 -1.820 7.111  0.076
H: -2.149 -1.607 5.625  0.077
H: -1.357 -2.168 7.122  0.075
O: -3.757 2.675 -4.772  -0.280
S: -4.951 1.919 -4.544  0.570
O: -5.034 0.538 -4.904  -0.269
O: -6.183 2.699 -5.194  -0.262
C: -6.090 3.080 -6.577  -0.257
C: -6.355 1.911 -7.506  -0.074
C: -5.440 2.100 -2.861  -0.124
H: -5.120 3.537 -6.782  0.114
H: -6.848 3.847 -6.734  0.121
H: -5.560 1.168 -7.439  0.071
H: -6.414 2.252 -8.541  0.081
H: -7.288 1.412 -7.242  0.085
H: -5.427 3.156 -2.604  0.081
H: -4.727 1.552 -2.242  0.000
H: -6.436 1.681 -2.738  0.082

***

Record 3
The following is a DFT calculation (ωB97M-V with the def2-TZVPD basis set) of one molecule with the formula C18H21ClN2O3 in a non-equilibrium geometry.

Molecular weight ... 348.8 g/mol
Multiplicity ... 1
Charge ... 0
LUMO ... 0.6 eV
HOMO ... -0.299 Eh

Last column: Löwdin charge in e.
Atoms and positions in Å:
C: 0.728 7.347 -0.670  -0.086
C: 1.785 6.255 -0.811  -0.261
N: 1.948 5.534 0.441  -0.187
C: 0.949 4.516 0.689  -0.154
C: 1.190 3.211 -0.098  -0.117
N: 2.522 2.722 0.167  -0.039
C: 2.878 1.628 0.881  -0.390
O: 4.031 1.451 1.253  0.060
C: 1.878 0.588 1.195  -0.157
C: 2.049 -0.426 2.104  0.026
C: 0.890 -1.225 2.038  0.014
C: 0.093 -0.660 1.085  -0.222
C: -1.243 -1.059 0.549  -0.112
O: -1.151 -2.401 0.113  -0.020
C: -2.259 -3.001 -0.396  -0.261
C: -3.499 -2.392 -0.559  -0.025
C: -4.553 -3.115 -1.093  -0.078
C: -4.401 -4.435 -1.470  -0.121
C: -3.159 -5.032 -1.303  -0.674
Cl: -2.940 -6.682 -1.765  0.678
C: -2.094 -4.334 -0.774  -0.029
O: 0.683 0.437 0.570  0.069
C: 3.540 3.712 -0.131  -0.114
C: 3.269 4.989 0.678  -0.159
H: 0.968 7.983 0.177  0.075
H: 0.700 7.954 -1.572  0.069
H: -0.260 6.923 -0.513  0.060
H: 1.520 5.598 -1.653  0.109
H: 2.741 6.727 -1.048  0.115
H: -0.037 4.911 0.444  0.114
H: 0.973 4.286 1.760  0.128
H: 0.441 2.476 0.182  0.113
H: 1.101 3.403 -1.174  0.124
H: 2.905 -0.560 2.731  0.121
H: 0.675 -2.107 2.606  0.118
H: -1.504 -0.391 -0.283  0.142
H: -2.009 -0.972 1.335  0.143
H: -3.656 -1.362 -0.279  0.102
H: -5.512 -2.634 -1.217  0.108
H: -5.223 -4.994 -1.885  0.101
H: -1.129 -4.796 -0.643  0.119
H: 4.509 3.287 0.131  0.120
H: 3.512 3.930 -1.204  0.128
H: 4.019 5.746 0.446  0.119
H: 3.341 4.747 1.743  0.128

***

Record 4
The following is a DFT calculation (ωB97M-V with the def2-TZVPD basis set) of a 3-piece molecular cluster, C20H41N2O7S overall in a non-equilibrium geometry.

Molecular weight ... 453.6 g/mol
Multiplicity ... 1
Charge ... -1
LUMO ... 2.0 eV
HOMO ... -0.150 Eh

Last column: Löwdin charge in e.
Atoms and positions in Å:
O: -2.869 2.967 -1.992  -0.165
C: -2.544 1.644 -2.022  -0.378
O: -1.701 1.247 -3.194  -0.273
C: -3.064 0.558 -0.909  -0.085
C: -4.512 0.791 -0.158  -0.197
O: -5.447 1.706 -0.456  -0.005
O: -4.463 -0.244 0.891  -0.102
C: -3.060 -0.634 1.253  -0.132
C: -1.938 -0.126 0.122  -0.182
C: -0.929 0.864 0.945  -0.142
C: 0.626 0.366 1.050  -0.224
C: 0.869 -1.241 0.851  -0.215
S: 1.329 -1.489 -0.985  0.812
O: 0.587 -2.734 -1.609  -0.392
O: 0.881 -0.275 -1.876  -0.357
O: 3.026 -1.721 -1.207  -0.250
H: -3.307 -0.393 -1.589  0.168
H: -2.906 -1.793 1.293  0.117
H: -2.918 -0.287 2.361  0.123
H: -1.522 -0.983 -0.556  0.135
H: -0.910 1.903 0.357  0.139
H: -1.295 1.132 2.037  0.115
H: 1.371 0.988 0.355  0.127
H: 0.983 0.620 2.161  0.117
H: -0.047 -1.924 1.107  0.104
H: 1.761 -1.608 1.554  0.125
H: 3.336 -0.861 -1.659  0.108
C: -0.252 -5.531 0.172  -0.082
C: 0.446 -6.201 1.352  -0.267
N: 0.623 -5.322 2.513  -0.188
C: 1.538 -5.871 3.520  -0.256
C: 1.115 -7.151 4.234  -0.097
C: -0.589 -4.697 3.045  -0.255
C: -1.720 -5.614 3.497  -0.087
H: 0.266 -4.615 -0.126  0.049
H: -0.258 -6.209 -0.689  0.079
H: -1.294 -5.286 0.400  0.069
H: 1.434 -6.518 0.996  0.117
H: -0.100 -7.113 1.616  0.093
H: 1.753 -5.101 4.272  0.109
H: 2.503 -6.060 3.033  0.107
H: 0.334 -6.961 4.972  0.053
H: 1.971 -7.566 4.778  0.069
H: 0.767 -7.921 3.541  0.067
H: -0.987 -4.018 2.281  0.086
H: -0.322 -4.031 3.876  0.114
H: -1.920 -6.418 2.785  0.070
H: -2.643 -5.033 3.597  0.074
H: -1.516 -6.055 4.474  0.053
C: -0.196 4.188 -3.621  -0.091
C: 0.113 5.155 -2.482  -0.260
N: 1.544 5.291 -2.190  -0.189
C: 1.814 5.985 -0.927  -0.261
C: 1.395 7.448 -0.823  -0.102
C: 2.401 5.678 -3.312  -0.257
C: 2.087 6.989 -4.025  -0.099
H: 0.244 3.204 -3.435  0.076
H: -1.279 4.059 -3.715  0.065
H: 0.171 4.559 -4.583  0.057
H: -0.394 4.765 -1.591  0.115
H: -0.347 6.124 -2.705  0.094
H: 2.883 5.906 -0.691  0.104
H: 1.311 5.433 -0.123  0.106
H: 2.067 8.100 -1.385  0.049
H: 1.444 7.769 0.223  0.065
H: 0.371 7.616 -1.166  0.068
H: 2.377 4.873 -4.056  0.101
H: 3.448 5.701 -2.981  0.108
H: 1.019 7.112 -4.228  0.069
H: 2.604 7.013 -4.990  0.067
H: 2.435 7.853 -3.456  0.048

***

Record 5
The following is a DFT calculation (ωB97M-V with the def2-TZVPD basis set) of an isolated ion of composition C3H5N2O2 and charge +1 in a non-equilibrium geometry.

Molecular weight ... 101.1 g/mol
Multiplicity ... 1
Charge ... +1
LUMO (alpha / beta) ... -6.6 / -6.6 eV
HOMO (alpha / beta) ... -0.536 / -0.536 Eh

Last column: Löwdin charge in e.
Atoms and positions in Å:
C: -0.396 1.333 -0.007  0.034
C: 0.593 0.258 0.016  -0.179
C: 0.435 -1.142 0.037  0.130
N: 1.642 -1.688 0.043  0.169
O: 2.580 -0.715 0.024  0.154
N: 1.913 0.425 0.011  -0.005
O: 2.833 1.789 -0.039  -0.043
H: -0.721 1.573 1.010  0.121
H: -1.279 1.033 -0.570  0.110
H: 0.038 2.237 -0.429  0.110
H: -0.477 -1.714 0.055  0.174
H: 1.966 -2.654 0.035  0.224

***

- The lowest charge belongs to which entry?
  C20H41N2O7S

***

- Which value of multiplicity does entry 1 give?
  1

***

- Among the records above, which one has the highest charge?
  C3H5N2O2